Molecular formula: C3H2N4
Method: DFT, ωB97M-V/def2-TZVPD

Geometry as XYZ:
```
9
Properties=species:S:1:pos:R:3:nbo_charge:R:1
C -0.3368 -0.7767 -0.2327 -0.0218
H -2.2851 -0.0091 -0.6161 0.4279
C 2.0038 0.1195 0.0796 0.2584
N 3.1579 0.1073 0.0273 -0.2669
N -0.0693 1.2890 0.5946 -0.1709
N -1.3180 1.0792 0.5313 -0.0189
N -1.5378 -0.1714 0.0416 -0.3776
H -0.1952 -1.7998 -0.5646 0.2487
C 0.5805 0.1619 0.1391 -0.0789
```

Summary:
* F_max: 1.43 eV Å⁻¹
* energy: -9101.8028 eV
* HOMO: -10.64 eV
* SMILES: N#Cc1c[nH]nn1
* ΔE to the lowest compared entry with this formula, charge and spin: 25.1 kcal/mol
* lowest unoccupied orbital energy: 0.0100 hartree

Molecular formula: C32H58N5O5P
Method: DFT, ωB97M-V/def2-TZVPD

Geometry as XYZ:
```
101
Properties=species:S:1:pos:R:3:lowdin_charge:R:1
P 0.5851 -3.3109 -0.7186 0.8906
H -2.4361 6.2752 7.1493 0.0728
C 2.2192 1.8869 -0.5077 -0.2187
C -3.2072 5.2048 4.6723 -0.2478
H 7.0152 3.6608 -3.8645 0.0731
C 0.5060 3.4581 0.4990 -0.2343
H -1.9627 -6.4691 3.5547 0.1230
H 0.4015 -2.2038 -4.7118 0.1290
H -1.4757 7.7408 7.3274 0.0712
C -5.3156 2.1138 -1.1074 -0.2640
H -0.9303 6.6095 5.1788 0.1110
C 7.8838 2.6406 -2.1516 -0.2612
O 1.2520 -3.2559 0.7864 -0.2767
C -3.9134 -4.0810 -4.2735 -0.2610
H 4.4108 -0.9566 -1.6624 0.0867
H -4.1060 3.2454 -2.4873 0.1165
H -1.9863 -4.1197 -3.3092 0.0935
H 3.7412 1.0914 0.8521 0.1110
H -3.8719 -3.0277 -4.5581 0.1106
H -1.7135 3.6910 1.7809 0.0787
H -5.8292 -3.8931 -3.2616 0.0708
H 1.9107 -0.5393 -0.8251 0.0767
H -5.2655 2.8444 -0.2976 0.1101
H -5.9454 -4.3447 -4.9605 0.0706
H -6.2079 2.3487 -1.6918 0.1053
C 2.8165 -0.5835 -0.2294 -0.1921
H -0.1480 -5.5138 5.1184 0.0769
H 2.7147 2.8445 -0.6659 0.0986
H -0.4670 -4.0083 5.9814 0.0743
H -0.7679 2.4726 2.6738 0.0904
C -5.4662 0.7133 -0.5224 -0.1107
N -1.6120 -4.2544 1.3463 0.1769
C -2.4264 -5.4825 3.4993 -0.1794
H -1.6140 8.2031 4.9168 0.1076
H -0.1006 -3.0858 -3.3499 0.0817
C 7.1526 1.3012 -2.2809 -0.1826
C 3.9075 -1.4499 -0.8403 -0.1861
N -3.6895 -2.8299 -1.0182 0.1547
C 2.1270 -4.1364 -2.8057 -0.5340
C -2.1240 -4.6831 4.7710 -0.2575
C -1.9667 -4.7971 2.2946 -0.1738
H -2.5801 -3.6939 4.7066 0.1152
H 2.3951 -1.2180 -3.3259 0.1340
H -4.6272 0.4591 0.1264 0.0738
H -3.8561 7.1863 4.4639 0.1188
H 0.3204 1.3460 0.3126 0.0799
H 1.1133 4.1486 -0.0766 0.1118
C -2.2603 7.2694 6.7353 -0.1108
H -2.6212 6.6829 3.3253 0.1173
H 7.3775 3.2723 -1.4194 0.1128
C -3.0253 -4.3271 -3.0510 -0.1895
H -5.4368 -5.5422 -3.7681 0.0754
C 5.7501 1.4696 -2.6499 -0.2257
H -3.5106 -4.6525 -5.1120 0.1085
H -3.5029 -5.6432 3.4181 0.1214
C 0.7948 -2.6803 -3.8226 -0.1746
H -0.5288 -5.1346 -0.4783 0.0152
C 1.6220 -1.8383 -2.9005 -0.1483
H 4.6692 -1.5745 -0.0697 0.1153
H -3.0717 -5.3776 -2.7579 0.1236
N 4.6431 1.6026 -2.9243 0.1819
H 2.5599 -0.8860 0.7810 0.1094
H 0.8601 -1.2221 -2.4074 0.0988
H 4.1298 -3.2242 -2.0026 0.1163
H 8.8869 2.4489 -1.7657 0.1072
H -6.3773 0.6501 0.0733 0.0711
C -4.0911 2.2603 -2.0170 -0.1847
N -1.8407 2.0116 -0.7156 0.1951
C -2.8303 2.1167 -1.2886 -0.1729
H 1.8266 1.6022 -1.4789 0.1075
O 1.6097 -3.8447 -4.0402 0.0253
C -1.8461 7.1964 5.2698 -0.2619
O 0.2839 -4.9074 -0.9552 -0.2687
C -3.4000 -3.4869 -1.9145 -0.2426
N -3.4119 4.0997 4.9071 0.1543
H 8.5064 2.7803 -4.2265 0.0755
H -3.1725 7.8570 6.8566 0.0746
C 3.3055 0.8904 -0.1262 -0.2132
H 0.8052 -3.8989 1.3548 0.0239
H -0.9864 4.0735 3.3376 0.0578
H -4.1319 1.5247 -2.8222 0.1199
H -2.5900 -5.1934 5.6157 0.1083
H 7.6498 0.6703 -3.0199 0.1222
H -0.1348 -3.9697 4.2534 0.0684
H -5.5261 -0.0389 -1.3108 0.0678
C 7.9976 3.3879 -3.4757 -0.1101
H 7.1986 0.7683 -1.3282 0.1201
H 4.1054 1.0292 -0.8526 0.0386
H -0.4768 3.3943 0.0245 0.0525
H 3.4772 -3.5410 -0.4007 0.1099
C -2.9351 6.6081 4.3684 -0.1935
C -0.6307 -4.5373 5.0430 -0.1043
O 0.3409 3.9955 1.8101 -0.1962
H 1.5180 1.8285 1.5354 0.1144
C 3.4518 -2.8586 -1.2405 -0.1446
C 2.0285 -2.8781 -1.8489 -0.4120
O 2.5976 -5.1714 -2.5982 0.1653
C 1.1180 2.0449 0.5536 -0.1678
C -0.8386 3.5286 2.4113 -0.1308
H 8.5686 4.3070 -3.3437 0.0714
C -5.3651 -4.4897 -4.0488 -0.1107
```

Summary:
* F_max: 3.62 eV Å⁻¹
* energy: -61100.3583 eV
* HOMO: -7.65 eV
* SMILES: COCCCCCCC[C@@]1(P(O)O)CCOC1=O.CCCC#N.CCCC#N.CCCC#N.CCCC#N.CCCC#N
* lowest unoccupied orbital energy: 0.0232 hartree

Molecular formula: C5H14NS2
Method: DFT, ωB97M-V/def2-TZVPD

Geometry as XYZ:
```
22
Properties=species:S:1:pos:R:3:nbo_charge:R:1
H -0.4237 -0.1155 4.3117 0.2444
H -1.0631 -0.2226 2.7938 0.2033
C -0.1669 -0.5640 3.3792 -0.6520
H 1.5863 1.4910 -1.9856 0.2722
H -2.0739 -0.8822 -2.1880 0.4550
C 0.9077 0.6331 -2.2498 -0.6870
H -0.2040 -1.6680 3.4506 0.2314
H 0.3891 1.1234 0.1145 0.2706
H -1.8722 0.3787 -3.2119 0.4522
H 2.0367 -0.2475 3.3324 0.2492
H -0.9405 1.7296 -1.7598 0.2328
H 1.3183 -0.2849 -1.8266 0.2397
N -1.3676 -0.2516 -2.5984 -0.6917
H -1.3377 0.5712 0.3924 0.2524
S -0.1168 -1.3104 0.1897 0.0247
H -0.6962 -0.8690 -3.0897 0.4573
C 1.1330 -0.2982 2.6773 -0.4882
C -0.4982 0.6278 -1.6946 -0.0579
H 1.0721 0.6440 -3.3280 0.2401
C -0.4205 0.4328 -0.1827 -0.5762
S 1.5297 -1.5943 1.3293 0.1241
H 1.2084 0.6765 2.1444 0.2036
```

Summary:
* total charge: +1
* F_max: 4.65 eV Å⁻¹
* energy: -28565.1272 eV
* HOMO: -11.67 eV
* SMILES: CCSSC[C@@H](C)[NH3+]
* ΔE to the lowest compared entry with this formula, charge and spin: 39.3 kcal/mol
* lowest unoccupied orbital energy: -0.1343 hartree

> Which value of F_max does entry 1 give?

1.43 eV Å⁻¹